[1]
Here is 2 unconnected molecules or ions with the total composition C5H14 from OMol25. Energies are from ωB97M-V with the def2-TZVPD basis set.

Summary:
ΔE to the lowest compared entry with this formula, charge and spin = 0.340 eV
LUMO = 1.170 eV
Multiplicity = 1
E_tot = -198.87667 a.u.

XYZ file:
```
19
Properties=species:S:1:pos:R:3:nbo_charge:R:1
C -0.233 -0.754 1.916 -0.617
C 0.379 -2.153 1.893 -0.618
H -1.240 -0.870 1.554 0.208
H -0.254 -0.300 2.908 0.206
H 0.294 -0.010 1.335 0.206
H 1.380 -2.142 1.442 0.202
H -0.130 -2.901 1.284 0.205
H 0.502 -2.591 2.875 0.207
C -0.021 1.574 -1.740 -0.396
C 1.130 0.632 -1.472 -0.606
C -1.311 1.155 -1.004 -0.602
H 0.217 2.596 -1.442 0.196
H -0.240 1.516 -2.794 0.195
H 0.902 -0.391 -1.773 0.199
H 1.445 0.573 -0.464 0.198
H -1.364 0.072 -1.081 0.199
H -1.322 1.488 0.023 0.202
H 2.054 0.886 -2.001 0.208
H -2.188 1.619 -1.458 0.206
```

[2]
Here is 2 unconnected molecules or ions with the total composition C5H14 from OMol25. Energies are from ωB97M-V with the def2-TZVPD basis set.

Summary:
ΔE to the lowest compared entry with this formula, charge and spin = 0.300 eV
LUMO = 1.167 eV
Multiplicity = 1
E_tot = -198.87813 a.u.

XYZ file:
```
19
Properties=species:S:1:pos:R:3:nbo_charge:R:1
C 1.567 -1.003 0.401 -0.411
C 1.361 -0.264 -0.918 -0.607
C 2.131 -0.113 1.507 -0.614
H 0.608 -1.382 0.746 0.201
H 2.210 -1.868 0.227 0.200
H 2.090 0.540 -1.067 0.201
H 0.378 0.206 -0.921 0.204
H 1.578 -0.170 2.451 0.207
H 3.172 -0.287 1.799 0.209
H 1.455 -0.879 -1.815 0.208
H 2.095 0.944 1.219 0.202
C -2.331 1.241 -0.713 -0.609
C -2.267 -0.155 -0.153 -0.615
H -3.034 1.872 -0.160 0.203
H -1.377 1.766 -0.708 0.202
H -2.723 1.236 -1.729 0.205
H -3.229 -0.664 -0.306 0.204
H -2.049 -0.234 0.909 0.207
H -1.634 -0.790 -0.770 0.205
```

[3]
Here is 2 unconnected molecules or ions with the total composition C5H14 from OMol25. Energies are from ωB97M-V with the def2-TZVPD basis set.

Summary:
ΔE to the lowest compared entry with this formula, charge and spin = 0.192 eV
LUMO = 1.169 eV
Multiplicity = 1
E_tot = -198.88208 a.u.

XYZ file:
```
19
Properties=species:S:1:pos:R:3:nbo_charge:R:1
C 1.401 0.157 -1.865 -0.613
C 1.718 -0.225 -3.325 -0.611
H 0.520 0.786 -1.786 0.206
H 1.255 -0.767 -1.318 0.205
H 2.286 0.643 -1.443 0.205
H 1.975 -1.272 -3.469 0.204
H 2.548 0.365 -3.713 0.202
H 0.875 -0.040 -3.993 0.203
C -0.536 -0.140 1.776 -0.400
C -1.396 -0.799 2.845 -0.604
C -1.322 0.965 1.077 -0.606
H 0.411 0.274 2.149 0.198
H -0.226 -0.885 1.042 0.194
H -2.245 -1.322 2.406 0.202
H -2.333 0.685 0.802 0.201
H -1.387 1.854 1.724 0.200
H -1.810 -0.045 3.517 0.200
H -0.857 -1.552 3.428 0.208
H -0.877 1.318 0.145 0.206
```

[4]
Here is 2 unconnected molecules or ions with the total composition C5H14 from OMol25. Energies are from ωB97M-V with the def2-TZVPD basis set.

Summary:
ΔE to the lowest compared entry with this formula, charge and spin = 2.634 eV
LUMO = 1.108 eV
Multiplicity = 1
E_tot = -198.79235 a.u.

XYZ file:
```
19
Properties=species:S:1:pos:R:3:nbo_charge:R:1
C -1.147 -0.677 2.762 -0.640
C -1.287 -1.464 1.523 -0.597
H -1.601 0.240 2.766 0.215
H -1.508 -1.067 3.595 0.212
H -0.137 -0.206 2.794 0.211
H -0.173 -1.916 1.128 0.181
H -1.812 -1.067 0.556 0.219
H -1.726 -2.417 1.640 0.208
C 0.469 1.238 -1.445 -0.406
C 1.855 1.508 -1.680 -0.588
C 0.067 -0.271 -1.292 -0.629
H 0.128 1.899 -0.542 0.197
H 0.084 1.530 -2.400 0.203
H 2.263 1.083 -2.699 0.187
H 2.551 1.244 -0.946 0.197
H 0.686 -0.915 -2.074 0.195
H 0.248 -0.861 -0.292 0.224
H 2.003 2.518 -1.697 0.205
H -0.962 -0.398 -1.697 0.207
```

[5]
Here is 2 unconnected molecules or ions with the total composition C5H14 from OMol25. Energies are from ωB97M-V with the def2-TZVPD basis set.

Summary:
ΔE to the lowest compared entry with this formula, charge and spin = 0.336 eV
LUMO = 1.186 eV
Multiplicity = 1
E_tot = -198.87680 a.u.

XYZ file:
```
19
Properties=species:S:1:pos:R:3:nbo_charge:R:1
C 0.250 1.388 1.464 -0.616
C 1.636 2.034 1.277 -0.616
H -0.030 1.186 2.495 0.206
H -0.546 1.976 1.011 0.205
H 0.228 0.391 1.000 0.202
H 2.307 1.309 0.821 0.205
H 2.112 2.291 2.223 0.206
H 1.549 2.942 0.697 0.207
C -1.127 -0.834 -1.238 -0.405
C -1.421 -1.954 -0.236 -0.605
C 0.341 -0.812 -1.631 -0.614
H -1.758 -1.029 -2.112 0.195
H -1.496 0.143 -0.935 0.201
H -0.961 -1.694 0.719 0.196
H 0.605 -1.537 -2.392 0.210
H 0.672 0.192 -1.878 0.213
H -0.853 -2.836 -0.524 0.203
H -2.468 -2.139 -0.021 0.211
H 0.962 -1.018 -0.741 0.196
```

Number 1: E_HOMO -11.367 eV. Number 2: E_HOMO -11.299 eV. Number 3: E_HOMO -11.377 eV. Number 4: E_HOMO -10.708 eV. Number 5: E_HOMO -11.206 eV.